{"formula": "C2H7N", "method": "ωB97M-V/def2-TZVPD", "e_above_lowest_ev": 0.6257, "smiles": "CCN", "orbital_gap_ev": 10.4922, "total_charge": 0, "symbols": ["C", "C", "N", "H", "H", "H", "H", "H", "H", "H"], "coordinates": [[-0.69, -0.83, -0.40], [0.13, 0.01, 0.50], [0.47, 1.35, -0.06], [-0.72, -2.00, -0.13], [-1.82, -0.54, -0.45], [-0.26, -0.67, -1.47], [-0.37, 0.09, 1.45], [1.09, -0.46, 0.80], [1.08, 1.16, -0.90], [1.09, 1.89, 0.65]]}



{"formula": "C4H6N2O", "method": "ωB97M-V/def2-TZVPD", "e_above_lowest_ev": 1.3672, "orbital_gap_ev": 9.3366, "total_charge": 0, "symbols": ["C", "C", "N", "C", "N", "C", "O", "H", "H", "H", "H", "H", "H"], "coordinates": [[-0.32, 1.54, -0.27], [0.47, -0.88, 0.19], [1.77, -0.90, -0.10], [-0.42, 0.24, 0.50], [-0.37, -1.91, 0.04], [-1.47, -1.10, 0.07], [-2.64, -1.17, -0.11], [2.19, -1.75, -0.44], [2.33, -0.07, -0.01], [-0.62, 0.38, 1.56], [-0.15, 1.35, -1.33], [-1.25, 2.10, -0.18], [0.49, 2.17, 0.10]]}



{"formula": "C23H33N2O2P2Pt", "method": "ωB97M-V/def2-TZVPD", "spin_multiplicity": 3, "e_above_lowest_ev": 0.5497, "orbital_gap_ev": [5.2337, 6.9406], "total_charge": 1, "symbols": ["Pt", "P", "C", "C", "N", "C", "C", "C", "C", "C", "P", "H", "H", "H", "H", "H", "H", "H", "H", "O", "H", "H", "O", "H", "C", "H", "H", "H", "C", "H", "H", "H", "C", "H", "H", "H", "C", "H", "H", "H", "C", "C", "C", "C", "C", "C", "N", "C", "C", "C", "C", "C", "C", "H", "H", "H", "H", "H", "H", "H", "H", "H", "H"], "coordinates": [[0.00, 0.00, 0.00], [-1.90, -1.12, -0.66], [-2.51, 0.13, -1.95], [-2.14, 1.56, -1.57], [-1.07, 1.72, -0.74], [-0.69, 2.97, -0.40], [-1.36, 4.11, -0.88], [-2.45, 3.94, -1.74], [-2.84, 2.65, -2.10], [0.47, 3.09, 0.57], [1.59, 1.57, 0.51], [-3.68, 2.49, -2.77], [-1.04, 5.10, -0.59], [-2.97, 4.80, -2.13], [1.06, 3.99, 0.37], [0.06, 3.18, 1.57], [-2.04, -0.10, -2.88], [-3.58, 0.02, -2.09], [2.35, -0.68, -4.18], [1.80, -0.74, -5.06], [2.18, -0.06, -5.67], [4.98, -0.42, -1.12], [5.46, -0.59, -1.99], [6.39, -0.87, -1.73], [2.87, 2.12, -0.76], [3.30, 3.08, -0.48], [3.67, 1.39, -0.83], [2.40, 2.22, -1.74], [2.55, 1.75, 2.12], [3.33, 0.99, 2.18], [3.00, 2.73, 2.19], [1.88, 1.61, 2.97], [-3.36, -1.19, 0.51], [-4.28, -1.40, -0.03], [-3.21, -1.97, 1.26], [-3.48, -0.23, 1.03], [-2.05, -2.73, -1.63], [-1.83, -3.57, -0.98], [-3.05, -2.84, -2.03], [-1.34, -2.73, -2.46], [4.18, -3.74, -0.14], [3.49, -2.92, -1.04], [2.37, -2.19, -0.63], [1.91, -2.29, 0.69], [2.62, -3.11, 1.60], [3.74, -3.82, 1.18], [0.76, -1.54, 1.08], [-0.06, -1.79, 2.23], [-0.22, -3.05, 2.84], [-1.09, -3.20, 3.92], [-1.82, -2.11, 4.41], [-1.68, -0.86, 3.80], [-0.81, -0.71, 2.72], [5.05, -4.29, -0.46], [3.84, -2.84, -2.07], [1.85, -1.56, -1.34], [2.34, -3.18, 2.63], [4.27, -4.44, 1.89], [0.29, -3.93, 2.48], [-1.22, -4.17, 4.38], [-2.50, -2.23, 5.24], [-2.25, -0.02, 4.17], [-0.73, 0.27, 2.26]]}



{"formula": "C27H33N3O4S2Tl", "method": "ωB97M-V/def2-TZVPD", "e_above_lowest_ev": 0.2970, "orbital_gap_ev": 6.6699, "total_charge": -1, "symbols": ["Tl", "C", "C", "C", "C", "N", "C", "C", "H", "H", "H", "H", "H", "H", "H", "C", "C", "C", "O", "H", "H", "H", "H", "H", "H", "H", "C", "C", "C", "N", "C", "S", "N", "C", "O", "C", "C", "C", "C", "C", "C", "H", "H", "H", "H", "H", "H", "H", "H", "H", "H", "H", "H", "H", "H", "O", "C", "O", "C", "C", "C", "C", "S", "C", "C", "H", "H", "H", "H", "H"], "coordinates": [[-1.84, -0.31, -2.31], [5.43, 0.51, -2.33], [3.94, 0.38, -2.44], [3.19, 1.25, -3.22], [1.81, 1.12, -3.25], [1.15, 0.20, -2.57], [1.86, -0.66, -1.83], [3.24, -0.60, -1.74], [5.73, 1.55, -2.40], [5.92, -0.04, -3.14], [5.79, 0.10, -1.39], [3.68, 2.03, -3.79], [1.20, 1.80, -3.83], [1.29, -1.40, -1.28], [3.77, -1.31, -1.10], [-4.48, -0.81, 0.22], [-3.55, 0.37, 0.51], [-4.37, 1.56, 1.02], [-2.82, 0.75, -0.59], [-5.09, -1.08, 1.08], [-3.89, -1.68, -0.07], [-5.14, -0.55, -0.61], [-2.89, 0.05, 1.34], [-5.10, 1.85, 0.27], [-3.71, 2.42, 1.19], [-4.89, 1.33, 1.96], [-0.52, 3.42, 3.72], [-0.42, 4.77, 3.01], [0.31, 4.67, 1.68], [-0.44, 3.83, 0.76], [-0.07, 3.52, -0.51], [-1.18, 3.28, -1.70], [1.30, 3.35, -0.71], [2.27, 2.76, 0.09], [3.44, 2.98, -0.16], [1.87, 1.83, 1.18], [2.74, 1.71, 2.26], [2.45, 0.81, 3.28], [1.32, 0.02, 3.20], [0.47, 0.11, 2.11], [0.73, 1.02, 1.10], [-1.11, 3.51, 4.63], [0.47, 3.06, 3.99], [-0.98, 2.67, 3.09], [0.11, 5.49, 3.63], [-1.42, 5.17, 2.83], [1.30, 4.24, 1.85], [0.46, 5.67, 1.25], [-1.45, 3.87, 0.84], [1.62, 3.61, -1.62], [3.63, 2.32, 2.28], [3.12, 0.73, 4.12], [1.10, -0.70, 3.99], [-0.40, -0.53, 2.02], [0.06, 1.08, 0.25], [-1.76, -8.25, -3.33], [-1.58, -7.99, -2.00], [-1.51, -8.92, -1.24], [-1.47, -6.57, -1.61], [-1.65, -5.49, -2.48], [-1.51, -4.19, -2.04], [-1.18, -3.88, -0.71], [-0.96, -2.26, -0.15], [-1.03, -4.98, 0.16], [-1.17, -6.28, -0.27], [-1.75, -7.42, -3.82], [-1.92, -5.64, -3.52], [-1.66, -3.37, -2.74], [-0.80, -4.78, 1.20], [-1.05, -7.11, 0.41]]}



{"formula": "C2H4N4O", "method": "ωB97M-V/def2-TZVPD", "e_above_lowest_ev": 1.5050, "smiles": "NC1=N[NH2+]C([O-])=N1", "orbital_gap_ev": 9.9850, "total_charge": 0, "symbols": ["N", "C", "N", "N", "C", "O", "N", "H", "H", "H", "H"], "coordinates": [[2.10, 0.33, -0.02], [0.77, 0.11, 0.00], [0.24, -0.93, 0.66], [-1.15, -0.76, 0.33], [-1.27, 0.60, -0.37], [-2.41, 1.00, -0.31], [-0.05, 1.01, -0.63], [2.74, -0.38, 0.29], [2.44, 1.04, -0.65], [-1.45, -1.55, -0.24], [-1.95, -0.46, 0.93]]}



{"formula": "C3H4N2O2", "method": "ωB97M-V/def2-TZVPD", "e_above_lowest_ev": 3.5159, "orbital_gap_ev": 9.6054, "total_charge": 0, "symbols": ["O", "C", "N", "C", "O", "C", "N", "H", "H", "H", "H"], "coordinates": [[0.10, -2.27, 0.68], [-0.21, -1.05, 0.24], [-0.28, 0.04, 0.89], [-0.56, 1.01, -0.17], [-1.32, 2.09, 0.23], [-0.90, 0.32, -1.47], [-0.51, -0.92, -1.13], [0.25, -2.20, 1.63], [-0.97, 2.35, 1.09], [0.44, 1.33, -0.58], [-0.42, -1.69, -1.78]]}



{"formula": "C24H24BiF4N5S", "method": "ωB97M-V/def2-TZVPD", "e_above_lowest_ev": 0.7210, "orbital_gap_ev": 6.1695, "total_charge": 2, "symbols": ["Bi", "C", "C", "N", "C", "C", "C", "C", "N", "C", "C", "F", "C", "F", "C", "C", "F", "C", "F", "H", "H", "H", "H", "H", "H", "H", "H", "H", "H", "H", "H", "H", "H", "H", "N", "C", "C", "C", "C", "C", "C", "S", "N", "C", "C", "C", "C", "C", "C", "N", "H", "H", "H", "H", "H", "H", "H", "H", "H"], "coordinates": [[-0.33, -0.05, -1.15], [-2.72, 0.79, -3.38], [-3.51, 0.06, -2.30], [-2.68, -0.69, -1.34], [-2.68, -2.13, -1.69], [-2.13, -2.45, -3.07], [-3.13, -0.56, 0.06], [-2.13, -1.18, 1.06], [-0.79, -1.29, 0.49], [-0.06, -2.43, 0.79], [0.79, -3.02, -0.15], [0.95, -2.40, -1.36], [1.45, -4.21, 0.07], [2.22, -4.69, -0.90], [1.28, -4.91, 1.25], [0.47, -4.33, 2.22], [0.30, -4.96, 3.37], [-0.16, -3.11, 2.01], [-0.88, -2.58, 3.01], [-3.42, 1.17, -4.12], [-2.16, 1.64, -3.00], [-2.04, 0.12, -3.90], [-4.14, 0.78, -1.75], [-4.20, -0.63, -2.79], [-2.09, -2.67, -0.94], [-3.71, -2.49, -1.63], [-1.09, -2.16, -3.18], [-2.20, -3.52, -3.23], [-2.72, -1.98, -3.86], [-3.25, 0.50, 0.29], [-4.10, -1.04, 0.18], [-2.12, -0.57, 1.96], [-2.49, -2.17, 1.34], [1.75, -5.87, 1.41], [2.26, 2.45, 1.59], [3.61, 2.05, 1.69], [4.55, 2.94, 2.19], [5.89, 2.58, 2.25], [6.28, 1.33, 1.81], [5.34, 0.43, 1.31], [4.01, 0.80, 1.26], [2.79, -0.34, 0.59], [1.49, 0.68, 0.26], [1.36, 1.88, 0.75], [0.18, 2.65, 0.37], [0.10, 4.02, 0.63], [-1.05, 4.72, 0.34], [-2.13, 4.03, -0.21], [-1.97, 2.70, -0.51], [-0.85, 2.02, -0.24], [2.05, 3.35, 2.00], [4.23, 3.91, 2.54], [6.61, 3.28, 2.63], [7.32, 1.04, 1.85], [5.65, -0.55, 0.97], [0.95, 4.56, 1.03], [-1.11, 5.78, 0.55], [-3.06, 4.53, -0.42], [-2.76, 2.16, -0.99]]}



{"formula": "C6H8ClNS", "method": "ωB97M-V/def2-TZVPD", "e_above_lowest_ev": 2.3930, "orbital_gap_ev": 9.5646, "total_charge": 0, "symbols": ["C", "C", "C", "C", "C", "C", "N", "S", "Cl", "H", "H", "H", "H", "H", "H", "H", "H"], "coordinates": [[0.94, 2.61, 0.34], [0.57, 1.30, -0.19], [0.71, 2.61, 1.68], [0.05, 0.48, 0.76], [-0.43, -1.92, -1.83], [-0.82, -1.29, 0.51], [-0.13, -2.05, -0.41], [0.05, 1.07, 2.31], [-0.90, -1.95, 2.21], [1.06, 3.46, -0.26], [0.50, 1.24, -1.27], [0.97, 3.40, 2.36], [-0.18, -2.83, -2.27], [-1.50, -1.94, -1.91], [-0.02, -0.92, -2.09], [-1.78, -1.13, 0.24], [0.92, -2.13, -0.17]]}